Entry from the OMol25 dataset: C9H12N4 in the gas phase (ωB97M-V/def2-TZVPD).

Geometry as XYZ:
```
25
Properties=species:S:1:pos:R:3:forces:R:3
N -3.1226 -1.6134 -1.2781 1.4 0.8 -0.2
C -2.1883 -1.0054 -1.5987 -1.7 -0.6 0.7
C -1.0459 -0.2992 -2.1735 -1.4 1.2 0.9
C -0.2877 0.6305 -1.2580 -0.1 -0.2 1.5
N -0.5899 1.8894 -1.1057 -1.4 0.8 -1.6
C -1.5874 2.4388 -1.9216 3.0 -2.0 2.2
N -2.3932 2.9247 -2.5646 -1.2 0.8 -0.9
N 0.6732 0.1128 -0.4288 -0.8 -0.5 -2.5
C 1.3981 1.0392 0.3990 0.8 -0.4 1.6
C 0.6066 1.0222 1.7693 1.2 2.0 -2.0
C 0.6815 -0.3992 2.2857 0.2 -1.0 1.4
C 0.2798 -1.6563 1.3245 0.9 3.1 -0.2
C 0.8339 -1.3387 -0.1469 -0.4 -0.2 0.8
H -0.4749 -1.0676 -2.5213 2.1 -1.9 -1.2
H -1.4336 0.2412 -3.0183 -0.1 0.5 -0.4
H 2.4152 0.5489 0.5794 -1.1 0.8 -0.2
H 1.5605 2.0491 -0.0607 -0.5 -1.1 0.3
H -0.4243 1.4392 1.5736 1.0 -0.7 0.2
H 1.1604 1.8093 2.3705 -0.8 -1.3 0.1
H 0.0584 -0.3354 3.2159 0.5 -0.9 -0.6
H 1.7385 -0.5872 2.6223 -0.9 0.2 -0.2
H 0.7843 -2.5476 1.6888 -0.4 -0.1 0.1
H -0.8163 -1.6977 1.3575 0.3 -0.4 -0.4
H 0.2534 -1.9745 -0.8495 0.5 0.7 0.3
H 1.9200 -1.6230 -0.2608 -1.1 0.4 0.3
```
Positions in Å, forces in eV/Å.

Results
Highest occupied orbital energy ... -9.26 eV
Gap between HOMO and LUMO ... 9.70 eV

***

Entry from the OMol25 dataset: an isolated ion of composition C9H12NO4 and charge -1 (ωB97M-V/def2-TZVPD).

Geometry as XYZ:
```
26
Properties=species:S:1:pos:R:3:forces:R:3
C -0.2273 -0.0502 -3.1420 -3.7 -1.4 -0.1
C 0.0071 -0.9025 -2.1731 -2.0 0.1 0.7
C -1.1401 -1.6456 -1.4458 -1.1 -1.2 1.2
O -2.1937 -2.1169 -1.8827 1.2 1.0 -0.4
N -0.8045 -1.7723 -0.1114 2.4 1.3 -0.3
C 0.4370 -1.0882 0.2547 2.9 0.1 -2.9
C 1.6353 -1.8318 1.0226 -2.1 0.7 -1.1
O 1.3673 -2.8908 1.5363 -0.6 -2.4 1.2
O 2.6970 -1.2206 0.9775 1.7 1.2 -0.1
C 0.2718 0.2506 0.9631 -2.3 1.3 -1.3
C -0.8238 1.1825 0.3540 2.2 -1.4 -2.8
C -0.4233 -0.0949 2.2657 5.9 2.0 4.1
C 1.2099 -1.0124 -1.3880 -0.1 2.2 4.7
O 2.2163 0.0312 -1.3921 -3.6 -0.5 -4.4
H 0.6182 0.3961 -3.4564 2.3 2.2 -1.6
H -1.2678 0.0852 -3.5724 1.6 -0.1 0.4
H -1.3567 -2.0045 0.6895 -0.9 -0.6 -0.4
H 1.2045 0.8609 0.8747 -0.6 -1.0 1.0
H -1.7564 0.7207 0.1365 -0.8 -0.7 0.1
H -0.4594 1.5785 -0.5942 -0.1 0.1 -0.2
H -0.9557 1.9840 0.9687 -0.5 2.2 1.9
H -1.4020 -0.1864 2.1723 -4.4 -0.9 -0.7
H -0.3364 0.6964 3.1499 0.0 -1.0 -2.0
H 0.0619 -0.9357 2.7492 -0.3 -0.6 0.0
H 1.5460 -1.9985 -1.4758 1.4 -1.5 0.0
H 2.7769 0.0023 -0.6716 1.5 -1.2 3.0
```
Positions in Å, forces in eV/Å.

Results
Net charge ... -1
Highest occupied orbital energy ... -4.56 eV
Gap between HOMO and LUMO ... 8.03 eV

***

Entry from the OMol25 dataset: an isolated ion of composition C9H12NOS and charge +1 (ωB97M-V/def2-TZVPD).

Geometry as XYZ:
```
24
Properties=species:S:1:pos:R:3:forces:R:3
C -0.6036 2.9229 -1.6816 -0.8 -0.2 -2.2
C -0.6828 1.5731 -2.0631 -0.8 -0.3 -0.6
C -0.3097 3.1721 -0.3614 0.9 2.0 0.5
C -0.4767 0.5554 -1.1268 -0.7 0.9 1.2
C -0.0976 2.1667 0.5659 1.2 0.5 0.8
C -0.2232 0.8370 0.2594 0.1 -0.1 -3.2
C -0.1117 -0.2551 1.2233 -2.5 -2.8 0.1
C 2.2652 -1.1726 -0.4782 1.3 0.3 1.0
C -1.0431 -1.5563 0.9962 1.1 2.6 -2.5
N -1.6533 -1.9413 2.0970 -0.7 -0.4 2.0
O -0.2777 0.1016 2.5315 0.7 1.7 0.5
S 1.4647 -1.4595 1.0877 1.5 0.7 0.3
H -0.8390 3.6360 -2.5770 0.7 -0.8 2.4
H -1.0605 1.3827 -3.1193 0.9 -0.2 1.6
H -0.0492 4.1824 0.0324 -0.6 -0.7 -0.7
H -0.7182 -0.4574 -1.3402 0.0 -0.6 -0.7
H 0.4167 2.5072 1.4728 -0.7 -0.2 0.1
H 1.5388 -1.2038 -1.2529 -0.6 0.5 -0.8
H 2.9513 -1.9979 -0.6206 0.1 -0.2 0.0
H 2.9004 -0.2411 -0.4249 -1.0 -0.6 -0.2
H -1.2172 -2.0270 0.0134 0.2 0.4 0.8
H -0.2422 1.1009 2.6752 0.0 -1.9 -0.5
H -2.2003 -2.7814 2.1735 -0.1 0.2 0.0
H -1.5762 -1.2646 2.8527 -0.4 -0.7 0.2
```
Positions in Å, forces in eV/Å.

Results
2S+1 ... 3
Net charge ... +1
Highest occupied orbital energy (spin up / spin down) ... -9.76 / -13.02 eV
<S²> ... 2.009
Gap between HOMO and LUMO (spin up / spin down) ... 6.31 / 5.77 eV

***

Entry from the OMol25 dataset: a 2-piece molecular cluster, C9H12NSe overall (ωB97M-V/def2-TZVPD).

Geometry as XYZ:
```
23
Properties=species:S:1:pos:R:3:forces:R:3
C 3.6726 -0.0575 0.2839 2.0 -0.8 1.4
C 3.3012 0.7542 -0.7314 1.4 -0.4 -1.1
C 2.7987 -0.3709 1.2770 0.5 -3.2 3.7
C 2.0451 1.1700 -0.7809 -4.8 0.8 -1.1
C 1.4891 0.0220 1.2630 -0.7 -0.1 0.0
C 1.1201 0.7730 0.2027 -1.2 1.9 -1.1
C -4.1767 -0.1680 0.3291 -3.5 -0.5 0.3
C -3.1204 0.3394 -0.2353 -0.3 -0.5 0.7
C -1.7637 0.0232 0.0041 3.5 -2.4 4.3
N -1.1755 -0.9540 -1.0150 -1.0 -2.5 1.2
Se -0.6839 1.6320 0.1451 1.0 -0.6 -0.2
H 4.6967 -0.4328 0.3507 -0.3 0.1 -0.1
H 3.9635 0.8950 -1.5410 0.7 0.5 -0.7
H 3.0702 -1.0906 2.1775 -0.1 1.6 -2.1
H 1.5151 1.6240 -1.6457 1.2 0.2 0.5
H 0.7168 -0.2636 1.9531 0.3 -0.2 0.7
H -5.1796 0.3075 0.0372 1.5 -0.9 0.6
H -4.2537 -1.0286 1.0306 0.5 0.8 -0.6
H -3.1892 1.2006 -0.7848 -0.8 2.0 -1.8
H -1.6120 -0.7270 1.3681 -0.5 1.8 -4.2
H -1.8424 -1.8391 -0.8199 2.6 1.8 -0.8
H -0.1242 -1.0588 -0.8548 -1.6 -0.4 0.2
H -1.2678 -0.7499 -2.0133 -0.4 0.7 0.1
```
Positions in Å, forces in eV/Å.

Results
Net charge ... +1
Highest occupied orbital energy ... -12.54 eV
Gap between HOMO and LUMO ... 8.94 eV

***

Entry from the OMol25 dataset: C9H12O3S in the gas phase (ωB97M-V/def2-TZVPD).

Geometry as XYZ:
```
25
Properties=species:S:1:pos:R:3:forces:R:3
C -0.8644 -1.4029 -0.2840 0.5 0.2 -0.5
C -1.5823 -0.3467 -0.4907 -0.6 -0.1 0.1
C 1.7569 -0.3000 -0.0955 1.7 -0.6 0.7
C 0.3753 1.0025 -1.4316 -1.0 0.4 -0.3
C -1.0582 1.0049 -0.9255 0.2 0.2 -0.3
C 1.4523 1.1201 -0.3504 0.1 0.0 0.1
C -0.7097 -2.7992 0.0479 -0.4 -0.1 0.0
C -3.0949 -0.3932 -0.3305 0.2 0.1 0.1
C 1.7741 1.8101 1.8890 0.3 0.0 0.2
O 0.6547 0.8918 -2.5956 0.2 0.0 0.2
O 4.2944 -0.5802 0.1619 0.0 -0.2 0.1
O 0.9288 1.8145 0.7622 -0.1 -0.2 -0.4
S 2.9989 -1.2916 0.1407 -0.7 0.9 -0.2
H -1.6873 1.3465 -1.7505 0.1 0.1 0.0
H -1.1263 1.7097 -0.0943 -0.2 0.0 -0.1
H 2.3411 1.6511 -0.7538 -0.2 -0.4 0.0
H -1.3518 -3.0507 0.8964 0.0 -0.2 0.1
H 0.3185 -3.0144 0.3303 0.2 -0.2 0.1
H -0.9683 -3.4299 -0.8047 0.0 -0.1 0.1
H -3.4152 -1.3298 0.1217 0.0 0.0 0.0
H -3.5664 -0.2929 -1.3074 -0.1 0.0 0.0
H -3.4202 0.4339 0.2999 -0.2 0.1 0.0
H 2.7452 2.2682 1.6643 -0.1 0.0 0.0
H 1.9441 0.7903 2.2456 0.0 0.0 0.1
H 1.2608 2.3878 2.6548 0.1 0.0 0.0
```
Positions in Å, forces in eV/Å.

Results
2S+1 ... 3
Highest occupied orbital energy (spin up / spin down) ... -7.57 / -9.24 eV
<S²> ... 2.045
Gap between HOMO and LUMO (spin up / spin down) ... 7.09 / 7.17 eV

***

Entry from the OMol25 dataset: a 2-piece molecular cluster, C9H12O4 overall (ωB97M-V/def2-TZVPD).

Geometry as XYZ:
```
25
Properties=species:S:1:pos:R:3:forces:R:3
C -2.3994 -2.4497 -0.2080 -0.1 -0.5 0.0
C -1.6496 -1.1693 -0.3316 0.1 0.1 0.0
C -2.3160 0.0407 -0.2221 0.3 0.0 0.0
C -1.6443 1.2506 -0.2921 0.1 -0.1 0.0
C -0.2715 1.2341 -0.4845 0.0 0.1 0.0
C 0.4156 0.0407 -0.6034 0.2 0.0 0.6
C -0.2770 -1.1529 -0.5236 0.0 -0.1 0.0
C 1.9033 0.0409 -0.7285 0.1 0.0 -1.8
O 2.5740 0.0108 0.5204 2.2 -0.2 0.8
O 3.9068 -0.1020 0.3110 -2.2 0.1 0.1
C -2.3874 2.5299 -0.1265 -0.1 0.5 0.0
H -1.7385 -3.3063 -0.3401 0.0 0.0 0.0
H -2.8644 -2.5424 0.7750 0.0 0.0 0.0
H -3.1855 -2.5117 -0.9614 -0.1 0.0 0.0
H -3.3782 0.0403 -0.0561 -0.4 0.0 0.0
H 0.2815 2.1565 -0.5246 0.1 0.3 0.0
H 0.2710 -2.0770 -0.5937 0.1 -0.3 0.0
H 2.2590 -0.8291 -1.2881 -0.1 0.0 0.0
H 2.2661 0.9295 -1.2533 -0.1 0.0 0.1
H -1.7222 3.3869 -0.2308 0.0 0.0 0.0
H -3.1735 2.6207 -0.8771 0.0 0.0 0.0
H -2.8516 2.5930 0.8593 0.0 0.0 0.0
H 4.6849 -0.0311 1.8434 -0.1 0.2 0.0
O 5.1773 0.1034 2.6847 -0.1 0.1 0.2
O 6.1197 -0.8065 2.6516 0.3 -0.2 0.1
```
Positions in Å, forces in eV/Å.

Results
Highest occupied orbital energy (spin up / spin down) ... -9.51 / -9.52 eV
Gap between HOMO and LUMO (spin up / spin down) ... 9.71 / 7.68 eV

***

Entry from the OMol25 dataset: C9H13BN2 in the gas phase (ωB97M-V/def2-TZVPD).

Geometry as XYZ:
```
25
Properties=species:S:1:pos:R:3:forces:R:3
B 0.3157 -0.4495 -0.3660 -2.1 0.7 -2.4
C -3.0133 -3.1072 -0.6784 -3.3 -1.3 0.6
C -1.8011 -3.5705 -1.0547 1.6 0.1 -0.3
C -3.2141 -1.8568 -0.1307 -1.2 1.8 -0.9
C -0.7784 -2.6162 -1.1169 2.5 -2.5 -0.3
C -2.1932 -0.9539 -0.1437 0.8 1.4 1.6
C -0.9137 -1.3412 -0.5525 1.6 0.8 -0.6
C 2.2588 0.7470 0.3551 1.7 0.3 0.2
C 1.3123 2.0088 -0.1194 -0.1 -4.0 1.6
C 0.9377 2.9717 1.0342 -0.1 0.9 -0.6
N 1.5316 -0.5121 0.3123 1.0 0.2 1.1
N 0.3439 1.2228 -0.8541 1.7 -2.9 4.1
H -3.9339 -3.7265 -0.7803 0.9 0.2 0.2
H -1.6935 -4.6529 -1.2039 0.3 0.7 -0.6
H -4.2386 -1.5048 0.0652 0.5 -0.4 0.3
H 0.2797 -2.9257 -1.4982 -2.0 0.5 0.7
H -2.1308 0.0335 0.3859 -1.1 -0.8 -0.5
H 2.9811 0.7081 -0.4948 0.3 0.1 0.8
H 2.8238 0.8652 1.3666 -1.0 0.1 -1.9
H 1.8356 2.4052 -0.9325 1.2 1.7 -1.0
H 1.3181 2.5480 1.9393 0.6 -0.2 0.5
H -0.1303 3.1284 1.2996 0.5 0.0 -1.0
H 1.4595 3.9504 0.8366 -0.8 -0.9 0.4
H 1.9259 -1.4139 0.6550 -0.4 1.6 -0.1
H -0.3950 1.6797 -1.2209 -3.1 1.9 -2.0
```
Positions in Å, forces in eV/Å.

Results
2S+1 ... 3
Highest occupied orbital energy (spin up / spin down) ... -3.30 / -8.08 eV
<S²> ... 2.021
Gap between HOMO and LUMO (spin up / spin down) ... 3.74 / 5.32 eV

***

Entry from the OMol25 dataset: C9H13Br12ClIOS as an isolated structure (ωB97M-V/def2-TZVPD).

Geometry as XYZ:
```
38
Properties=species:S:1:pos:R:3:forces:R:3
C 2.0204 0.1985 -2.3339 -0.5 0.1 -0.7
C 2.2705 1.8421 -2.3681 1.0 -1.3 1.8
I 2.0217 2.7379 -4.3553 0.3 -0.6 0.9
C 1.3728 2.6317 -1.2379 1.5 -0.8 1.5
S 0.0557 3.7684 -1.9320 -0.2 0.3 0.2
C -1.3815 2.8427 -2.6974 -2.5 -0.7 0.3
C -1.6056 1.3177 -2.1380 2.5 -6.2 -4.0
O -1.1567 0.2541 -2.8566 -3.2 7.9 5.1
Cl -2.5247 0.9621 -0.5281 1.5 1.0 -2.5
H 1.5036 -0.0673 -3.3532 0.9 0.2 2.2
H 1.3258 -0.0953 -1.4301 1.3 0.6 -1.9
H 3.0151 -0.4224 -2.2515 -1.9 1.6 -0.2
H 3.4128 1.9814 -2.0514 -2.6 0.1 -0.9
H 0.9163 1.9021 -0.4401 0.7 1.3 -1.7
H 2.1333 3.3294 -0.6385 -2.0 -1.0 -1.4
H -0.4958 4.4382 -0.8004 0.4 -1.4 -1.0
H -2.3748 3.4482 -2.4337 2.3 -1.1 -0.4
H -1.2942 2.8552 -3.8731 0.4 -0.3 2.6
C 5.9156 0.5518 -0.8096 0.1 0.2 0.2
Br 5.7374 0.1971 -2.7139 0.1 0.1 0.3
Br 5.0744 -0.8332 0.2666 0.2 0.3 -0.3
Br 7.7700 0.8401 -0.2975 -0.6 -0.1 -0.2
H 5.3791 1.4845 -0.6065 0.3 -0.4 -0.1
C -5.9362 -1.0261 -0.0249 0.1 0.0 -0.2
Br -5.1702 -0.8433 1.7539 -0.2 -0.1 -0.4
Br -6.5082 -2.8507 -0.3827 0.1 0.5 0.2
Br -7.3680 0.2546 -0.3315 0.4 -0.3 0.1
H -5.1409 -0.7941 -0.7409 -0.4 -0.1 0.3
C -5.7482 -4.6348 3.7164 0.0 0.0 -0.2
Br -4.3671 -5.9774 3.9891 -0.4 0.3 0.0
Br -7.5256 -5.4240 3.6687 0.5 0.2 0.1
Br -5.6289 -3.1980 5.0223 0.0 -0.4 -0.3
H -5.5702 -4.1883 2.7325 -0.1 -0.2 0.4
C 3.9593 -1.5318 4.6111 0.1 -0.1 0.2
Br 3.9609 -3.1434 3.5216 0.0 0.5 0.2
Br 5.6622 -0.5958 4.5215 -0.5 -0.2 0.0
Br 2.4671 -0.3634 4.1729 0.3 -0.2 0.0
H 3.8228 -1.8486 5.6504 0.0 0.2 -0.5
```
Positions in Å, forces in eV/Å.

Results
Net charge ... +1
Highest occupied orbital energy ... -11.57 eV
Gap between HOMO and LUMO ... 6.87 eV